# 1
C2H6N2O | ωB97M-V/def2-TZVPD

Properties
SMILES = CC(=O)NN
E = -7196.6493 eV
HOMO = -9.91 eV
energy above the lowest of the compared OMol25 structures with the same formula, charge and spin = 3.138 eV
frontier orbital gap = 0.3890 hartree
maximum force = 9.34 eV/Å

Last column: Mulliken charge in e.
Atoms and positions in Å:
C: -1.1988 -0.3933 0.6260  -0.876
C: -0.0385 0.4272 0.9432  0.616
O: 0.3823 0.8653 2.0224  -0.639
N: 0.6802 0.6035 -0.1516  -0.102
N: 0.6324 0.1388 -1.5197  -0.629
H: -0.7457 -1.5192 0.7356  0.189
H: -2.0212 -0.3919 1.4063  0.287
H: -1.6258 -0.1948 -0.3118  0.368
H: 1.7862 0.6220 0.1967  0.284
H: 0.9515 0.6766 -2.3537  0.265
H: 1.1974 -0.8340 -1.5933  0.238

# 2
C25H30N4O4 | ωB97M-V/def2-TZVPD

Properties
SMILES = Cc1ccc(Cn2c(C)c3cnn(CC(=O)N4CCC5(CC4)OCCO5)c(=O)c3c2C)cc1
E = -40562.9047 eV
HOMO = -7.85 eV
energy above the lowest of the compared OMol25 structures with the same formula, charge and spin = 1.407 eV
frontier orbital gap = 0.3071 hartree
maximum force = 1.05 eV/Å

Last column: Mulliken charge in e.
Atoms and positions in Å:
C: 1.9319 1.2259 -7.9962  -1.451
C: 2.0393 0.6801 -6.6057  0.871
C: 1.7815 1.4815 -5.5023  -0.910
C: 1.8608 0.9740 -4.2174  -0.069
C: 2.1978 -0.3546 -4.0073  1.248
C: 2.3120 -0.9440 -2.6170  -2.025
N: 1.7151 -0.1197 -1.6024  0.397
C: 2.3823 0.8049 -0.8456  0.276
C: 3.8487 1.0261 -0.9449  -1.750
C: 1.4476 1.4332 -0.0456  1.019
C: 1.4806 2.4564 0.9395  -0.768
N: 0.4074 2.8734 1.5143  -1.198
N: -0.7854 2.3434 1.1975  0.842
C: -1.9098 2.9442 1.8850  -1.000
C: -2.9493 1.9549 2.4150  0.889
O: -4.1333 2.1678 2.2480  -0.710
N: -2.5064 0.9096 3.1493  0.277
C: -1.1241 0.6127 3.4569  -0.288
C: -1.0406 -0.2490 4.7111  -1.728
C: -1.7231 -1.6063 4.5101  1.641
C: -2.8696 -1.4773 3.4854  -0.907
C: -3.4819 -0.0878 3.5540  -1.180
O: -0.7719 -2.5694 4.0984  -0.529
C: -1.2220 -3.8205 4.5631  -0.425
C: -2.1360 -3.4762 5.7595  -0.491
O: -2.1978 -2.0673 5.7626  -0.506
C: -1.0272 1.3105 0.3058  0.141
O: -2.1552 0.8689 0.1556  -0.742
C: 0.1731 0.8571 -0.3563  1.261
C: 0.3783 -0.0984 -1.3298  0.168
C: -0.6133 -0.9651 -2.0105  -1.822
C: 2.4542 -1.1624 -5.1082  -0.813
C: 2.3773 -0.6508 -6.3889  -0.675
H: 2.1123 2.2981 -8.0077  0.370
H: 0.9299 1.0482 -8.3883  0.276
H: 2.6428 0.7393 -8.6601  0.387
H: 1.5150 2.5185 -5.6463  0.361
H: 1.6521 1.6227 -3.3794  0.387
H: 3.3695 -1.0906 -2.3745  0.487
H: 1.8287 -1.9262 -2.6028  0.365
H: 4.1297 1.8567 -0.3038  0.420
H: 4.4056 0.1440 -0.6235  0.313
H: 4.1424 1.2624 -1.9683  0.300
H: 2.3964 2.9336 1.2539  0.356
H: -2.4534 3.6042 1.1997  0.353
H: -1.5069 3.5422 2.7058  0.448
H: -0.5754 1.5423 3.6263  0.563
H: -0.6436 0.0722 2.6298  0.043
H: -1.5306 0.2462 5.5489  0.385
H: 0.0029 -0.4252 4.9708  0.448
H: -3.6333 -2.2271 3.6933  0.481
H: -2.4677 -1.6542 2.4866  0.302
H: -3.8315 0.1150 4.5736  0.275
H: -4.3326 0.0019 2.8744  0.546
H: -0.3477 -4.4078 4.8477  0.326
H: -1.7773 -4.3495 3.7781  0.260
H: -3.1362 -3.9092 5.6401  0.288
H: -1.7175 -3.7966 6.7164  0.322
H: -0.5789 -0.8244 -3.0913  0.335
H: -1.6020 -0.7002 -1.6452  0.422
H: -0.4313 -2.0193 -1.7952  0.332
H: 2.7175 -2.2001 -4.9585  0.430
H: 2.5804 -1.2934 -7.2335  0.376

# 3
C6H16N | ωB97M-V/def2-TZVPD

Properties
E = -7963.9444 eV
net charge = +1
HOMO = -14.99 eV
energy above the lowest of the compared OMol25 structures with the same formula, charge and spin = 1.488 eV
frontier orbital gap = 0.4279 hartree
maximum force = 1.70 eV/Å

Last column: Mulliken charge in e.
Atoms and positions in Å:
C: 0.7049 1.1272 -2.4259  0.017
C: 1.8003 1.5945 -1.8268  -0.731
N: -0.3570 0.6329 -1.5548  -0.140
H: 0.5657 0.9278 -3.5065  0.397
H: 2.5724 2.0295 -2.4553  0.284
H: 1.9482 1.6338 -0.7404  0.271
H: -0.0746 0.6678 -0.5660  -0.302
H: -1.2069 1.2513 -1.6310  0.432
H: -0.6515 -0.3472 -1.7421  0.474
C: 0.2067 -2.6390 1.3380  -1.502
C: -0.1636 -1.2616 0.7758  -0.038
C: -0.7075 -0.3149 1.9310  -0.250
C: -1.1798 1.0607 1.4874  -1.156
H: 1.0102 -2.6187 2.0974  0.353
H: 0.5386 -3.2724 0.5116  0.398
H: -0.6931 -3.1070 1.7654  0.355
H: -0.9482 -1.4453 0.0143  0.149
H: 0.7312 -0.8565 0.2413  0.365
H: 0.1161 -0.1725 2.6454  0.310
H: -1.5180 -0.8269 2.4865  0.334
H: -0.3237 1.6181 1.0540  0.349
H: -1.5492 1.6739 2.3174  0.398
H: -1.9844 1.0123 0.7148  0.232

# 4
C22H52ClN3O10PS3 | ωB97M-V/def2-TZVPD

Properties
E = -102911.9444 eV
net charge = +1
HOMO = -11.68 eV
frontier orbital gap = 0.3247 hartree
maximum force = 3.83 eV/Å

Last column: Mulliken charge in e.
Atoms and positions in Å:
C: 3.2289 -5.0047 1.1296  -1.051
C: 1.9331 -4.5526 0.3508  -0.090
C: 0.5783 -5.0199 1.0122  -0.824
C: -0.5319 -3.9470 0.7385  -0.585
C: -0.8100 -3.6936 -0.7844  0.627
C: -1.5529 -2.3002 -0.9126  -0.965
N: -2.1556 -2.1356 -2.2633  0.156
C: -1.5799 -1.5101 -3.2396  0.081
N: -2.0299 -1.2506 -4.5747  -0.530
C: -1.2217 -0.0645 -5.0152  -0.781
C: 0.1854 -0.3541 -4.3832  0.711
C: 1.1102 0.8735 -3.9279  -0.146
Cl: 1.9005 0.4718 -2.3422  -0.143
C: 0.3610 2.2441 -3.9558  -0.378
C: 1.1399 3.4433 -3.3109  -1.150
P: 1.1104 -1.7064 -5.3334  0.129
C: 2.4140 -2.4776 -4.2146  -0.674
O: 2.0349 -0.9093 -6.5097  -0.531
N: -0.2681 -0.9502 -3.0942  -0.077
H: 3.0158 -5.5626 2.0648  0.311
H: 3.8240 -5.6532 0.4396  0.277
H: 3.8418 -4.1040 1.3502  0.275
H: 1.9584 -4.9684 -0.6817  0.179
H: 1.9006 -3.4351 0.2870  0.176
H: 0.6946 -5.1696 2.1115  0.325
H: 0.3088 -6.0171 0.5786  0.284
H: -1.4899 -4.3370 1.1716  0.275
H: -0.2698 -3.0257 1.3088  0.272
H: 0.1230 -3.6671 -1.3990  -0.396
H: -1.4527 -4.4992 -1.2064  0.270
H: -0.7548 -1.5336 -0.7460  0.264
H: -2.2975 -2.1448 -0.1049  0.462
H: -3.0756 -2.5345 -2.4371  0.307
H: -1.7477 -2.0914 -5.0945  0.403
H: -1.2879 -0.1293 -6.1270  0.350
H: -1.8310 0.7709 -4.6130  0.348
H: 1.9369 0.9339 -4.6781  0.391
H: -0.6758 2.1846 -3.5404  0.210
H: 0.2185 2.4968 -5.0412  0.282
H: 1.6798 4.0914 -4.0313  0.380
H: 1.8545 3.1600 -2.5098  0.304
H: 0.3747 4.0950 -2.8207  0.250
H: 2.9824 -3.2694 -4.7435  0.407
H: 3.0560 -1.7089 -3.7261  0.270
H: 1.8637 -2.9922 -3.3816  0.016
H: 1.5224 -0.7698 -7.3131  0.337
H: 0.2395 -1.7672 -2.7453  0.016
O: 1.3147 6.3606 -1.9872  -0.512
S: 1.5869 7.7618 -2.1698  1.126
O: 2.4067 8.2301 -3.2511  -0.621
O: 2.1446 8.3692 -0.7891  -0.299
C: 3.2777 7.7388 -0.1774  -0.225
C: 4.5747 8.1036 -0.8752  -1.000
C: 0.0576 8.6480 -2.1966  -0.961
H: 3.1390 6.6553 -0.1409  0.236
H: 3.3100 8.0942 0.8530  0.280
H: 4.6115 7.6852 -1.8819  0.288
H: 5.4307 7.7194 -0.3183  0.393
H: 4.6691 9.1862 -0.9711  0.267
H: -0.5497 8.3278 -1.3529  0.314
H: -0.4443 8.4131 -3.1336  0.364
H: 0.2690 9.7137 -2.1434  0.345
O: 0.8113 1.0614 3.0046  -0.657
S: -0.2244 1.8870 2.4479  1.252
O: -0.6171 3.1205 3.0668  -0.617
O: -1.5356 0.9839 2.1977  -0.213
C: -2.0665 0.2295 3.2970  -0.199
C: -2.8423 1.1033 4.2637  -1.188
C: 0.1400 2.1934 0.7467  -0.869
H: -1.2693 -0.3150 3.8091  0.391
H: -2.7397 -0.5137 2.8665  0.133
H: -2.1818 1.8006 4.7804  0.346
H: -3.3425 0.4908 5.0155  0.358
H: -3.5884 1.6972 3.7327  0.301
H: 0.3935 1.2489 0.2699  0.153
H: 0.9875 2.8755 0.7032  0.429
H: -0.7282 2.6489 0.2745  0.349
O: -2.8425 -3.6570 3.8311  -0.508
S: -3.4263 -3.6455 5.1474  1.191
O: -3.5588 -2.4286 5.8983  -0.595
O: -2.6843 -4.7424 6.0587  -0.320
C: -1.2561 -4.6784 6.1720  -0.098
C: -0.8106 -3.5764 7.1151  -0.962
C: -5.0026 -4.4426 5.0821  -1.057
H: -0.7989 -4.5639 5.1856  0.120
H: -0.9341 -5.6429 6.5662  0.297
H: -1.0394 -2.5914 6.7061  0.228
H: 0.2657 -3.6295 7.2854  0.399
H: -1.3269 -3.6571 8.0727  0.268
H: -4.8981 -5.3864 4.5517  0.321
H: -5.6849 -3.7832 4.5484  0.370
H: -5.3567 -4.6029 6.0981  0.360

# 5
C4H9NiO3 | ωB97M-V/def2-TZVPD

Properties
E = -51470.4362 eV
net charge = +1
2S+1 = 3
HOMO (spin up / spin down) = -12.33 / -12.33 eV
energy above the lowest of the compared OMol25 structures with the same formula, charge and spin = 0.000 eV
frontier orbital gap (spin up / spin down) = 0.2821 / 0.2158 hartree
<S²> = 2.010
maximum force = 2.07 eV/Å

Last column: Löwdin spin population.
Atoms and positions in Å:
O: 1.3647 0.0868 0.1242  0.400
C: 0.0383 0.3351 -0.1825  0.049
C: -0.8490 -0.8768 0.0938  0.009
C: -2.3105 -0.6443 -0.2984  0.001
C: -2.9822 0.4203 0.5171  0.000
O: -3.6904 1.2955 0.0704  0.001
H: 5.2187 0.1373 0.6861  0.002
H: -0.0901 0.6202 -1.2470  0.012
H: -0.3482 1.1934 0.4078  0.015
H: -0.7828 -1.1407 1.1617  0.000
H: -0.4641 -1.7390 -0.4703  0.000
H: -2.4171 -0.4030 -1.3656  0.000
H: -2.8051 0.3558 1.6169  0.000
H: -2.8831 -1.5689 -0.1075  0.000
Ni: 2.8784 0.5535 -0.2380  1.469
O: 4.7411 0.5534 -0.0492  0.038
H: 5.3812 0.8213 -0.7196  0.004

# 6
C5H13N2 | ωB97M-V/def2-TZVPD

Properties
SMILES = CCCCNC=[NH2+]
E = -8369.5444 eV
net charge = +1
HOMO = -15.01 eV
energy above the lowest of the compared OMol25 structures with the same formula, charge and spin = 1.266 eV
frontier orbital gap = 0.4161 hartree
maximum force = 1.81 eV/Å

Last column: Mulliken charge in e.
Atoms and positions in Å:
C: -2.0174 -1.4349 -0.5803  -1.078
C: -1.5355 -0.4636 0.4925  -0.192
C: -0.7842 0.8096 -0.0228  -0.797
C: 0.3901 0.5262 -1.0217  -0.593
N: 1.7358 0.8983 -0.5693  -0.089
C: 2.3501 0.6761 0.5663  0.041
N: 1.7323 0.0566 1.5607  -0.208
H: -2.8338 -1.0096 -1.1965  0.304
H: -1.1945 -1.6463 -1.2862  0.256
H: -2.3116 -2.4055 -0.1776  0.367
H: -2.3848 -0.0650 1.0612  0.305
H: -0.8823 -0.9898 1.1914  0.190
H: -0.2687 1.3897 0.7555  0.480
H: -1.5437 1.4073 -0.5385  0.395
H: 0.4110 -0.4480 -1.5175  0.327
H: 0.2997 1.2128 -1.8854  0.288
H: 2.2445 1.4668 -1.2272  0.249
H: 3.4534 0.7669 0.6608  0.354
H: 0.8988 -0.4868 1.3603  0.100
H: 2.2407 -0.2608 2.3745  0.299

Look up the E of the fourth one. -102911.9444 eV